(1)
Entry from the Open Molecules 2025 dataset: a molecular structure, C3H3InO2 at a distorted geometry (ωB97M-V with the def2-TZVPD basis set).

Geometry as XYZ:
```
9
Properties=species:S:1:pos:R:3:forces:R:3
H -1.83519 -2.14875 -0.07555 0.12 0.30 -0.12
O 0.27958 0.42325 -0.01296 -0.01 1.08 -0.45
O 2.03136 1.62190 0.40523 0.25 -0.44 1.23
C -1.18900 -1.36539 -0.47211 -1.86 2.12 -0.09
C -0.62344 -0.51019 0.38764 0.99 -1.66 1.07
C 1.27343 0.78079 0.92098 -1.18 -1.13 1.03
H -1.55009 -0.79467 -1.36061 0.98 -1.39 -0.30
H -0.68707 -0.63307 1.47381 0.43 -0.07 -0.29
In 2.30043 2.62612 -1.26643 0.27 1.19 -2.09
```
Forces are in eV/Å.

charge	0
LUMO level	-0.53	eV
HOMO energy	-8.14	eV
relative energy (zero: lowest compared OMol25 entry of this formula, charge and spin)	0.0	kJ/mol

These are the Mulliken partial charges, in e, on atoms 1 to 5: 0.262 -0.077 -0.332 -0.748 0.139


(2)
Entry from the Open Molecules 2025 dataset: a molecular structure, C45H47N6O4S3W (ωB97M-V with the def2-TZVPD basis set).

Geometry as XYZ:
```
106
Properties=species:S:1:pos:R:3:forces:R:3
W 0.72441 -0.16386 -0.03876 0.18 -0.30 0.57
C -0.24154 -4.27282 -3.55366 -0.02 -0.01 -0.03
C 0.73675 -4.15111 -2.38162 0.02 0.05 0.00
C 1.70934 -5.34095 -2.38905 -0.04 -0.05 0.00
C 0.01938 -4.03918 -1.05817 0.15 -0.11 -0.01
C -1.00905 -4.93705 -0.75541 -0.02 0.00 0.02
C -1.91694 -4.86221 0.26752 0.01 0.07 -0.01
C -2.17094 -3.68566 1.14717 0.04 -0.14 0.07
C -0.97507 -2.82422 1.60138 -0.05 0.18 0.08
C -1.05391 -2.35371 3.04979 0.03 0.02 -0.02
C -2.26452 -1.46359 3.30814 -0.01 -0.01 0.02
C -0.99804 -3.51879 4.03907 0.00 -0.03 0.02
C 0.43945 -3.02704 -0.04754 -0.05 0.03 -0.10
N 1.52273 -2.17812 -0.34883 -0.04 0.15 0.24
C 2.79584 -2.59482 -0.23630 0.09 -0.05 0.04
O 3.17808 -3.71408 0.05996 -0.03 -0.01 -0.02
C 3.68720 -1.42884 -0.45180 -0.01 0.01 0.04
C 5.04817 -1.50765 -0.63917 -0.03 0.02 0.03
C 5.75490 -0.32708 -0.83539 0.03 0.00 -0.01
C 5.07056 0.87525 -0.81403 -0.01 0.00 0.01
C 3.70488 0.85293 -0.59690 0.04 -0.02 0.00
N 3.01774 -0.26893 -0.43114 -0.16 0.11 0.04
C 2.87621 2.07884 -0.54245 0.03 -0.10 0.34
O 3.36645 3.15942 -0.80021 0.16 0.11 0.22
N 1.57704 1.82437 -0.21052 -0.13 0.31 -0.34
C 0.82000 3.06150 -0.28440 -0.05 -0.07 0.18
C 0.81903 3.99727 0.75965 0.00 -0.01 -0.05
C -0.08557 5.06041 0.63698 -0.01 -0.01 -0.02
C -0.82166 5.27696 -0.50714 -0.01 -0.01 0.01
C -0.66607 4.42506 -1.58793 -0.09 -0.10 0.00
C 0.13077 3.29727 -1.48709 -0.14 0.04 -0.07
C 0.30328 2.37456 -2.68373 0.00 -0.17 -0.01
C -0.80567 2.45345 -3.73109 0.12 0.03 0.02
C 1.64705 2.62155 -3.38316 0.06 -0.03 -0.03
C 1.75082 4.15929 1.97782 -0.04 0.00 0.03
C 2.54547 5.46430 1.78216 -0.02 0.04 0.01
C 2.78037 3.10625 2.40507 0.01 0.06 -0.15
H 0.30721 -4.23275 -4.49562 0.00 0.01 0.00
H -0.98398 -3.47488 -3.55119 0.01 0.00 0.02
H -0.76961 -5.22773 -3.53101 0.00 0.00 0.00
H 1.31407 -3.23433 -2.52391 0.01 -0.01 0.00
H 1.15505 -6.27625 -2.27963 0.01 0.00 -0.01
H 2.43978 -5.27807 -1.58555 0.00 0.02 0.01
H 2.23917 -5.38267 -3.34192 0.00 0.01 0.00
H -1.12332 -5.77996 -1.42839 0.01 0.00 0.00
H -2.65914 -5.64548 0.34944 0.00 -0.01 0.00
H -2.68500 -4.03899 2.04310 -0.01 -0.01 -0.02
H -0.15806 -1.74732 3.20292 -0.02 -0.01 0.02
H -3.18167 -2.05120 3.38691 -0.01 0.00 -0.01
H -2.42306 -0.73514 2.51536 0.01 -0.01 0.00
H -2.12966 -0.93768 4.25477 -0.01 -0.01 0.01
H -1.81605 -4.22748 3.89956 -0.01 0.01 0.01
H -1.08115 -3.13591 5.05611 0.01 0.02 -0.01
H -0.05900 -4.07560 3.98747 0.00 -0.01 -0.02
H 5.51839 -2.48073 -0.62735 0.00 0.00 -0.01
H 6.82355 -0.34918 -1.00045 0.00 0.00 0.00
H 5.54790 1.83468 -0.95433 0.01 0.00 0.00
H -0.16650 5.76337 1.45829 -0.02 -0.01 -0.01
H -1.49661 6.12060 -0.57101 0.01 0.00 0.00
H -1.21885 4.61468 -2.49572 0.00 0.02 -0.03
H 0.31421 1.32938 -2.31001 -0.03 0.09 0.03
H -0.80201 3.42974 -4.21785 -0.03 0.01 0.01
H -1.79338 2.27162 -3.32148 -0.16 -0.02 0.14
H -0.61150 1.71993 -4.51598 -0.02 -0.04 0.00
H 1.58039 3.54605 -3.96015 0.02 0.03 0.02
H 1.86902 1.81299 -4.08331 -0.02 0.00 -0.03
H 2.47794 2.73562 -2.69060 -0.16 0.01 -0.27
H 1.07434 4.31603 2.82701 0.00 -0.03 0.00
H 3.16231 5.37744 0.88657 0.01 0.01 -0.01
H 3.20161 5.63134 2.63819 0.00 0.00 0.00
H 1.90408 6.33662 1.67249 0.02 -0.01 -0.01
H 3.70303 3.22274 1.83974 0.07 0.00 -0.11
H 2.44566 2.08248 2.31890 0.10 0.14 -0.04
H 3.02725 3.28131 3.45393 0.03 0.01 -0.01
O -3.39017 0.38705 0.73004 0.00 0.00 -0.08
S -2.56897 1.53320 0.50006 0.12 0.12 0.02
O -2.72843 2.27732 -0.69812 0.15 0.14 -0.15
N -0.93523 1.07615 0.74065 -0.04 -0.07 0.09
C -0.58369 1.30275 1.97977 -0.03 -0.04 0.11
S 0.81683 0.48719 2.44658 0.07 -0.63 -0.42
C -1.47691 2.17690 2.74987 0.16 0.05 -0.06
C -1.30730 2.71231 4.01286 -0.02 0.03 -0.01
C -2.28072 3.59066 4.47566 0.02 -0.02 -0.01
C -3.38343 3.91316 3.69128 -0.02 0.03 0.01
C -3.55933 3.36298 2.42349 0.04 0.01 0.01
C -2.58072 2.50368 1.97994 -0.11 -0.02 0.03
H -0.43746 2.46890 4.60953 0.00 0.00 0.00
H -2.17785 4.03501 5.45608 0.00 0.01 0.00
H -4.12093 4.60615 4.07341 0.00 -0.01 0.00
H -4.41886 3.60809 1.81487 -0.01 -0.01 0.00
N 0.34321 -3.62191 1.37862 -0.03 0.02 0.02
C -0.50000 -1.91787 0.44536 -0.24 -0.26 -0.41
N -0.93668 -1.15669 -0.59403 -0.06 0.48 0.04
C -1.88139 -1.44869 -1.57088 0.12 -0.13 0.12
C -1.73655 -0.96442 -2.86551 -0.02 0.01 -0.05
C -2.67801 -1.25576 -3.83706 -0.01 0.02 0.01
C -3.75940 -2.07095 -3.53597 0.01 0.00 -0.03
C -3.90301 -2.56545 -2.24940 0.00 -0.01 0.01
C -2.99352 -2.24483 -1.24399 -0.06 -0.02 -0.06
S -3.49319 -2.65035 0.40645 0.02 0.05 -0.02
H 1.10561 -3.31315 1.98023 -0.01 0.02 0.02
H 0.26586 -4.63906 1.39454 0.00 -0.01 0.00
H -0.86952 -0.36607 -3.10847 0.06 0.06 -0.02
H -2.55438 -0.86147 -4.83735 0.01 0.00 0.00
H -4.48908 -2.31841 -4.29432 0.00 0.00 0.00
H -4.75013 -3.19063 -1.99864 0.00 0.00 0.01
```
Forces are in eV/Å.

charge	+1
LUMO level (alpha / beta)	-4.21 / -4.11	eV
2S+1	3
HOMO energy (alpha / beta)	-9.63 / -10.44	eV
relative energy (zero: lowest compared OMol25 entry of this formula, charge and spin)	409.4	kJ/mol

These are the Mulliken partial charges, in e, on atoms 1 to 5: 0.494 -1.321 0.659 -1.627 1.008